Computed, not measured: C22H33AlBrCaCl5F4MgNaO15S as an isolated structure in a non-equilibrium geometry, with ωB97M-V with the def2-TZVPD basis set.

XYZ file:
```
85
Properties=species:S:1:pos:R:3:forces:R:3:lowdin_charge:R:1
Br 1.737 5.516 2.720 0.2 -2.0 -4.9 0.124
Ca 4.119 1.211 -4.460 0.0 -1.5 0.2 1.691
Cl 1.381 7.679 4.304 -0.2 1.1 1.9 0.453
Cl -0.115 5.271 4.979 -0.2 0.4 0.9 0.489
Cl 2.803 5.194 4.853 0.5 0.0 1.6 0.462
Cl 1.459 6.614 7.008 0.1 -0.2 -0.5 0.565
Cl -1.608 -5.385 -2.487 0.2 -0.5 -1.1 0.632
S -1.360 1.230 4.517 0.8 0.6 -0.1 0.611
Al 4.942 -1.502 -4.925 1.5 -4.9 -0.8 -0.029
Mg -4.026 5.129 -0.050 0.2 -0.3 -0.2 0.749
Na -2.666 -1.942 8.206 0.2 -1.2 1.2 0.909
F 5.308 -3.183 -5.293 -0.6 2.6 0.5 -0.186
F 5.460 -1.113 -3.279 -1.3 1.2 -2.1 -0.190
F 3.183 -1.220 -5.060 2.2 1.9 0.5 -0.219
F 5.794 -0.431 -6.071 -2.0 0.4 2.1 -0.208
O -4.493 -5.735 1.882 -0.1 -0.5 1.0 0.056
O -1.898 -4.834 -1.172 0.1 0.3 0.3 -0.422
O -2.618 2.187 -3.300 -0.2 0.4 3.8 0.025
O 8.030 1.613 -1.087 -0.2 -0.2 -0.1 -0.041
O -1.876 -4.381 -3.495 0.0 0.0 0.4 -0.376
O 9.591 0.681 0.269 -0.6 -0.2 -0.4 0.030
O -1.531 0.210 5.771 0.1 0.2 0.2 -0.255
O -1.048 0.462 3.343 -0.6 0.4 0.5 -0.267
O -3.582 3.456 -1.539 1.8 -2.4 -1.8 -0.202
O -3.558 -7.678 2.504 -0.4 0.7 0.5 0.061
O -2.445 -6.541 -2.721 0.1 0.3 0.3 -0.366
O -4.552 -6.362 4.058 0.3 0.0 -0.5 0.115
O -2.442 2.178 4.539 0.2 -0.8 -0.1 -0.271
O -0.216 -5.772 -2.549 -0.2 0.2 0.2 -0.373
O -2.840 1.374 -0.992 0.8 2.1 -2.5 -0.007
C 1.379 6.192 5.288 -0.7 1.0 0.8 -2.003
C 8.602 0.667 -0.493 0.7 1.2 0.3 -0.725
C 0.059 -2.075 -1.167 2.3 3.2 0.0 0.008
C -0.562 -0.752 -0.666 2.8 0.0 -1.0 0.007
C 8.000 -0.719 -0.733 -0.6 -1.0 -0.3 -0.013
C 2.354 -0.728 -1.681 -4.0 0.0 1.0 -0.080
C -3.568 -7.666 1.080 0.2 -0.6 -0.7 -0.117
C 1.520 -2.053 -1.662 -1.1 2.9 0.9 -0.019
C 0.489 2.619 -4.950 0.1 -0.5 -0.7 -0.108
C -2.772 -0.469 5.922 -0.4 -0.2 -1.0 -0.283
C 1.674 0.594 -1.204 -1.2 -3.2 -0.4 -0.076
C -1.020 3.215 -5.043 1.4 0.9 0.1 -0.301
C -0.455 1.961 -0.158 0.4 -1.3 0.4 -0.122
C -1.723 3.307 -3.602 -0.1 1.6 -1.3 -0.149
C -4.231 -6.572 2.919 -0.2 0.1 0.3 -0.560
C 0.117 2.035 5.074 0.0 -0.4 0.2 -0.146
C -2.890 -1.636 4.957 0.0 -0.2 0.0 -0.042
C -2.028 1.824 0.134 1.5 -0.1 1.8 -0.175
C -3.761 -6.218 0.758 0.3 0.4 -0.9 -0.134
C -0.838 4.765 -5.534 -1.2 -0.7 1.4 -0.085
C -3.016 2.400 -1.951 -1.3 0.7 1.4 -0.372
C 0.215 0.581 -0.691 1.0 -2.1 -1.1 -0.160
H -0.193 2.863 -0.812 -0.4 -1.3 0.7 0.100
H -2.817 -5.674 0.691 -0.2 -0.1 -0.1 0.109
H -0.550 -3.043 -1.169 0.9 1.5 0.0 0.080
H -4.322 -6.067 -0.165 0.1 0.1 0.2 0.139
H -3.782 -2.229 5.174 0.0 0.0 -0.1 0.098
H 0.045 2.146 0.868 -0.9 -0.1 -1.5 0.125
H -2.131 1.025 0.952 -0.1 1.1 -1.4 0.126
H -2.009 -2.281 5.018 -0.1 0.0 0.0 0.101
H -2.961 -1.285 3.926 0.0 0.0 0.1 0.090
H -0.098 2.572 5.996 0.0 -0.1 -0.1 0.061
H 0.542 1.535 -5.351 -0.1 1.5 1.0 0.093
H 8.751 -1.375 -1.180 0.0 0.1 0.2 0.083
H -3.610 0.224 5.810 0.1 0.0 0.1 0.136
H -1.641 -0.787 -0.272 1.9 0.1 -0.8 0.106
H 7.142 -0.668 -1.405 0.1 0.1 0.1 0.040
H 2.022 -3.005 -2.026 -0.9 1.4 0.6 0.109
H 0.890 1.283 5.232 -0.1 0.0 -0.1 0.086
H -2.381 2.808 0.598 0.2 -1.3 -0.9 0.078
H -0.646 5.362 -4.561 0.1 -0.6 -1.8 0.093
H 0.429 2.732 4.297 -0.1 -0.1 -0.1 0.031
H 1.180 3.233 -5.634 -1.0 -0.8 0.9 0.060
H -0.957 3.390 -2.760 -0.8 0.0 -1.3 0.122
H 3.442 -0.753 -2.041 -1.7 0.0 0.8 0.052
H 2.301 1.547 -1.261 -1.1 -1.3 0.4 0.071
H -2.380 4.258 -3.634 1.1 -1.5 0.2 0.137
H -2.632 -8.060 0.680 -0.1 0.0 0.2 0.142
H 0.919 2.700 -3.894 -0.7 -0.3 -1.2 0.059
H -2.803 -0.848 6.945 0.1 1.4 -1.0 0.026
H -4.395 -8.289 0.726 0.0 0.0 0.1 0.137
H 7.673 -1.150 0.216 0.2 0.1 0.0 0.079
H -1.625 2.657 -5.830 0.7 0.6 1.3 0.151
H -1.869 5.094 -5.897 1.6 -0.2 0.2 0.091
H -0.013 4.890 -6.306 -1.3 -0.1 1.0 0.080
```
Positions in Å, forces in eV/Å.

Output
- 2S+1: 1
- Total charge: +1
- LUMO energy: -7.2 eV
- Highest occupied orbital energy: -8.585 eV